a.
{
  "formula": "C5H5N",
  "method": "ωB97M-V with the def2-TZVPD basis set",
  "species": ["C", "C", "C", "C", "C", "N", "H", "H", "H", "H", "H"],
  "coordinates": [[-0.259, -0.780, 1.124], [-0.946, -1.290, 2.235], [1.007, 1.371, -0.300], [0.234, 0.260, -1.898], [0.451, 0.070, -0.394], [0.854, 1.596, -1.602], [-1.934, -0.932, 2.446], [-0.751, -2.192, 2.700], [1.390, 1.987, 0.536], [0.712, -0.504, -2.422], [-0.759, 0.414, -2.424]],
  "lowdin_charge": [0.086, -0.098, -0.147, -0.158, -0.069, 0.052, 0.015, -0.005, 0.120, 0.075, 0.129],
  "homo_ev": [-7.35, -9.64],
  "lumo_ev": [0.85, -1.25],
  "charge": 0,
  "multiplicity": 3,
  "orbital_gap_ev": [8.21, 8.40]
}

---

b.
{
  "formula": "C5H5N",
  "method": "ωB97M-V with the def2-TZVPD basis set",
  "species": ["C", "C", "C", "C", "C", "N", "H", "H", "H", "H", "H"],
  "coordinates": [[-0.314, 0.013, -1.348], [0.756, 0.615, -1.867], [1.482, 0.242, 0.691], [-0.835, -0.475, -0.010], [0.138, 0.069, 1.084], [2.556, 0.363, 0.353], [-0.956, -0.018, -2.269], [-1.823, 0.085, 0.239], [-0.930, -1.602, -0.154], [0.247, -0.374, 2.058], [-0.322, 1.082, 1.223]],
  "lowdin_charge": [-0.310, 0.229, -0.310, -0.188, -0.195, 0.166, 0.085, 0.138, 0.132, 0.115, 0.137],
  "homo_ev": [-7.92, -9.91],
  "lumo_ev": [0.73, -2.31],
  "charge": 0,
  "multiplicity": 3,
  "orbital_gap_ev": [8.64, 7.60]
}

---

c.
{
  "formula": "C5H5N",
  "method": "ωB97M-V with the def2-TZVPD basis set",
  "species": ["C", "C", "C", "C", "C", "N", "H", "H", "H", "H", "H"],
  "coordinates": [[1.664, -1.266, -2.406], [0.732, -0.571, -2.807], [-0.844, 0.587, -0.619], [-0.911, 0.793, 0.839], [0.425, 0.651, 0.154], [-1.369, 0.489, -1.693], [2.545, -1.745, -2.773], [-0.992, 1.831, 1.129], [-1.303, 0.083, 1.485], [0.942, -0.242, 0.134], [0.955, 1.627, 0.041]],
  "lowdin_charge": [-0.067, 0.055, -0.456, -0.059, -0.075, 0.208, 0.003, 0.111, 0.086, 0.062, 0.132],
  "homo_ev": [-8.61, -10.50],
  "lumo_ev": [0.91, -2.60],
  "charge": 0,
  "multiplicity": 3,
  "orbital_gap_ev": [9.52, 7.90]
}

---

Which one sits at the bottom of the stability order? c does.